Entry 1:
{"formula": "C47H41ClN6O12TeTi", "method": "ωB97M-V with the def2-TZVPD basis set", "total_charge": -1, "mol_weight_g_mol": 1092.8, "e_homo_ha": [-0.0879, -0.1797], "multiplicity": 2, "lumo_energy_ev": [1.646, 1.645], "orbital_gap_ev": [4.0, 6.5], "e_above_lowest_kj_mol": 103.0, "elements": ["Ti", "C", "O", "C", "C", "C", "C", "C", "C", "N", "C", "N", "C", "C", "C", "C", "C", "C", "O", "C", "N", "C", "C", "C", "C", "C", "C", "O", "C", "H", "H", "H", "H", "H", "H", "H", "H", "H", "H", "H", "H", "H", "H", "H", "H", "H", "H", "H", "H", "H", "H", "O", "C", "O", "C", "C", "Cl", "N", "N", "C", "C", "O", "O", "C", "C", "C", "C", "C", "C", "H", "H", "H", "H", "H", "H", "Te", "C", "C", "C", "C", "C", "C", "H", "H", "H", "H", "H", "C", "O", "H", "H", "H", "H", "O", "C", "O", "C", "C", "C", "C", "C", "C", "N", "O", "O", "H", "H", "H", "H"], "positions_angstrom": [[0.32027, -1.70843, 0.17714], [0.69287, 3.61306, -6.06662], [1.14554, 2.99767, -4.87612], [1.29932, 3.78785, -3.76988], [1.08078, 5.15201, -3.74100], [1.23149, 5.85452, -2.54471], [1.58566, 5.17780, -1.39714], [1.80568, 3.80084, -1.42506], [1.67626, 3.08970, -2.60760], [1.85736, 1.70002, -2.76378], [1.69128, 0.79467, -1.70594], [2.60571, 0.94351, -0.74145], [2.83666, 0.22090, 0.44853], [2.14212, -0.89312, 0.86985], [2.52202, -1.42850, 2.11382], [3.56997, -0.93029, 2.85020], [4.28946, 0.17703, 2.39258], [3.90417, 0.75408, 1.20626], [4.50237, 1.87105, 0.65908], [5.48669, 2.52308, 1.43432], [0.79720, -0.14541, -1.73279], [-0.04979, -0.11504, -2.88760], [0.08784, -1.09913, -3.85352], [-0.77491, -1.18870, -4.94182], [-1.79218, -0.26451, -5.07534], [-1.91428, 0.77750, -4.15934], [-1.03335, 0.87232, -3.09001], [-1.04594, 1.88847, -2.19171], [-2.02156, 2.90539, -2.33558], [0.59506, 2.81915, -6.80159], [1.41200, 4.35623, -6.41931], [-0.27984, 4.08840, -5.91627], [0.78638, 5.67460, -4.63893], [1.06566, 6.92297, -2.52687], [1.69489, 5.70747, -0.46034], [2.05300, 3.29195, -0.50577], [1.45235, 1.36870, -3.62893], [3.30646, 1.64345, -0.92795], [1.98027, -2.26355, 2.53060], [3.82893, -1.39457, 3.79336], [5.11690, 0.57000, 2.96420], [5.77664, 3.41200, 0.87983], [6.36246, 1.88521, 1.57789], [5.08462, 2.81008, 2.40907], [0.87786, -1.82555, -3.72608], [-0.66039, -1.99527, -5.65215], [-2.49890, -0.33963, -5.89129], [-2.70674, 1.50244, -4.27688], [-1.84099, 3.60906, -1.52738], [-3.03238, 2.49845, -2.24514], [-1.90960, 3.41280, -3.29788], [-3.93071, -3.32617, -3.64390], [-4.38628, -2.22971, -3.05264], [-5.45538, -1.75625, -3.33986], [-3.51389, -1.58662, -2.01912], [-3.85116, -0.44123, -1.31866], [-5.21620, 0.55523, -1.49676], [-2.82330, -0.10932, -0.49752], [-1.81129, -0.97879, -0.66078], [-2.21825, -1.87006, -1.54410], [-1.20751, -2.91266, -1.94167], [-1.47992, -3.82035, -2.70950], [-0.03479, -2.70824, -1.42413], [-2.74945, 1.03371, 0.39190], [-3.83271, 1.31140, 1.20845], [-3.79842, 2.44057, 2.01261], [-2.68697, 3.26972, 2.00054], [-1.59284, 2.95047, 1.20796], [-1.61453, 1.82106, 0.40472], [-3.03096, -3.59656, -3.30491], [-4.68192, 0.64552, 1.24387], [-4.63869, 2.65506, 2.65850], [-2.65830, 4.14374, 2.63832], [-0.70906, 3.57516, 1.21324], [-0.76739, 1.56315, -0.20903], [1.18741, -4.34700, 0.67618], [1.23930, -4.50014, 2.76368], [0.05068, -4.62675, 3.47672], [0.05668, -4.71674, 4.86462], [1.26734, -4.71100, 5.54256], [2.46235, -4.60907, 4.83977], [2.45247, -4.49551, 3.45503], [-0.88890, -4.65077, 2.94149], [-0.88981, -4.76928, 5.39374], [1.27750, -4.78480, 6.62296], [3.40724, -4.60649, 5.37084], [3.38214, -4.39312, 2.90916], [3.89513, -2.26105, -2.71809], [2.97984, -2.52956, -1.67449], [4.15558, -3.16293, -3.28094], [4.80143, -1.87201, -2.25588], [3.51883, -1.50596, -3.41952], [2.17506, -2.89249, -2.06367], [-0.24132, -0.34382, 1.67407], [-0.94985, -1.24427, 2.23726], [-1.02632, -2.34020, 1.57063], [-1.61135, -1.03202, 3.51670], [-1.67191, 0.26753, 4.04823], [-2.31206, 0.43706, 5.26878], [-2.85277, -0.62934, 5.96589], [-2.76391, -1.93780, 5.43317], [-2.14958, -2.11708, 4.17930], [-3.25103, -3.02134, 6.12145], [-3.76229, -2.84180, 7.26834], [-3.17174, -4.18115, 5.59417], [-1.22502, 1.09200, 3.51711], [-2.37905, 1.43117, 5.69773], [-3.33916, -0.50509, 6.92090], [-2.09627, -3.11078, 3.76764]], "forces_ev_per_angstrom": [[0.2, 0.4, 0.8], [0.0, 0.0, 0.1], [0.0, 0.1, 0.0], [0.0, 0.0, -0.1], [0.0, 0.0, 0.0], [0.0, 0.0, -0.1], [0.0, -0.1, 0.0], [0.0, 0.0, 0.0], [0.0, -0.1, -0.1], [0.0, 0.2, 0.2], [0.2, -0.2, -0.1], [0.0, 0.1, 0.0], [0.2, 0.1, -0.1], [0.0, -0.1, 0.1], [0.0, 0.1, 0.0], [0.0, 0.1, 0.0], [-0.1, -0.1, 0.0], [0.0, 0.0, 0.0], [0.0, 0.0, 0.0], [0.0, -0.1, 0.0], [-0.2, 0.3, 0.3], [0.0, -0.2, -0.1], [0.0, 0.0, 0.0], [0.0, 0.0, 0.1], [0.0, 0.0, 0.0], [0.0, -0.1, 0.0], [-0.1, -0.1, 0.0], [0.0, 0.0, -0.4], [0.0, 0.0, -0.2], [0.0, 0.0, 0.0], [0.0, 0.0, 0.0], [0.0, 0.0, 0.0], [0.0, 0.0, 0.0], [0.0, 0.0, 0.0], [0.0, 0.0, 0.0], [0.0, 0.0, 0.0], [0.0, 0.0, 0.0], [0.0, -0.1, 0.0], [0.0, 0.0, 0.0], [0.0, 0.0, 0.0], [0.0, 0.0, 0.0], [0.0, 0.0, 0.0], [0.0, 0.0, 0.0], [0.0, 0.0, 0.0], [0.0, -0.1, 0.0], [0.0, 0.0, 0.0], [0.0, 0.0, 0.0], [0.0, 0.0, 0.0], [0.0, 0.0, -0.1], [0.0, 0.0, 0.0], [0.0, 0.0, 0.0], [0.3, 0.0, 0.2], [0.2, 0.0, 0.0], [-0.1, 0.0, 0.0], [-0.1, 0.0, 0.0], [0.1, 0.1, -0.1], [0.0, 0.0, 0.0], [0.1, 0.2, 0.2], [-0.1, -0.1, 0.0], [0.2, -0.3, -0.3], [0.1, 0.1, 0.1], [-0.1, 0.1, 0.0], [-0.7, -0.4, -0.8], [-0.1, -0.4, -0.2], [0.0, 0.0, 0.2], [0.0, 0.0, 0.0], [0.0, 0.0, 0.0], [-0.1, -0.1, 0.1], [0.2, 0.0, 0.4], [-0.1, 0.1, -0.1], [0.0, 0.0, 0.0], [0.0, 0.0, 0.0], [0.0, 0.0, 0.0], [0.0, 0.0, 0.0], [-0.1, 0.0, 0.3], [0.0, 0.2, -0.4], [0.0, -0.1, 0.2], [0.0, 0.0, 0.1], [0.0, 0.0, -0.1], [0.0, 0.0, 0.0], [0.0, 0.0, -0.1], [-0.1, -0.1, 0.1], [0.0, 0.0, 0.0], [0.0, 0.0, 0.0], [0.0, 0.0, 0.0], [0.0, 0.0, 0.0], [0.0, 0.0, 0.0], [0.0, 0.1, 0.0], [0.0, 0.0, -0.3], [0.0, 0.0, 0.0], [0.0, 0.0, 0.0], [0.0, 0.0, 0.0], [0.0, -0.1, 0.2], [-0.2, 0.1, -0.1], [0.1, 0.0, -0.4], [0.0, 0.0, 0.3], [0.0, -0.1, -0.1], [0.0, 0.0, 0.2], [0.0, 0.1, 0.1], [0.0, 0.0, 0.0], [0.2, 0.3, -0.3], [-0.2, 0.0, 0.1], [-0.1, -0.4, 0.2], [0.0, 0.1, -0.1], [0.1, 0.1, 0.0], [0.0, 0.1, -0.1], [0.0, 0.0, 0.0], [0.0, 0.0, 0.0], [-0.1, 0.0, 0.0]]}


Entry 2:
{"formula": "C47H42MnN2O2P2Si", "method": "ωB97M-V with the def2-TZVPD basis set", "total_charge": 1, "mol_weight_g_mol": 811.8, "e_homo_ha": [-0.3544, -0.3631], "multiplicity": 5, "lumo_energy_ev": [-2.902, -2.553], "orbital_gap_ev": [6.7, 7.3], "e_above_lowest_kj_mol": 5.3, "elements": ["Mn", "C", "Si", "C", "C", "C", "C", "C", "C", "P", "C", "C", "C", "C", "C", "C", "C", "C", "C", "C", "C", "C", "C", "C", "C", "C", "C", "C", "P", "C", "C", "C", "C", "C", "C", "C", "C", "C", "C", "C", "C", "H", "H", "H", "H", "H", "H", "H", "H", "H", "H", "H", "H", "H", "H", "H", "H", "H", "H", "H", "H", "H", "H", "H", "H", "H", "H", "H", "H", "H", "H", "H", "N", "C", "C", "O", "O", "H", "H", "H", "H", "H", "C", "C", "C", "C", "C", "C", "C", "C", "N", "H", "H", "H", "H", "H", "H"], "positions_angstrom": [[0.55573, 0.12643, 0.50541], [1.31982, 3.76845, 0.84148], [0.32588, 2.50386, -0.14371], [0.91162, 2.63776, -1.93390], [0.56268, 3.68826, -2.78651], [1.13883, 3.81034, -4.03953], [2.09183, 2.88938, -4.46398], [2.44884, 1.83742, -3.64029], [1.84787, 1.70572, -2.38747], [2.28949, 0.37102, -1.23422], [3.94374, 0.78230, -0.60245], [5.06536, 0.71501, -1.42978], [6.30565, 1.10399, -0.95382], [6.43846, 1.56462, 0.35022], [5.32922, 1.63002, 1.17829], [4.08449, 1.23840, 0.70412], [2.55934, -1.10237, -2.25601], [1.85377, -1.29910, -3.44006], [2.01094, -2.47655, -4.15817], [2.86555, -3.46577, -3.69571], [3.56484, -3.27959, -2.51045], [3.41203, -2.10565, -1.79182], [-1.47942, 3.02284, 0.03972], [-1.88401, 4.35824, -0.02897], [-3.20713, 4.71771, 0.17375], [-4.15480, 3.74306, 0.45965], [-3.77769, 2.41228, 0.53274], [-2.44656, 2.05478, 0.32305], [-1.89355, 0.31577, 0.27556], [-3.07048, -0.56498, 1.34010], [-3.76686, -1.67731, 0.88082], [-4.66775, -2.32827, 1.71239], [-4.86723, -1.88278, 3.00890], [-4.16748, -0.77587, 3.47663], [-3.27385, -0.11998, 2.64791], [-2.30692, -0.23677, -1.40461], [-3.52958, 0.10814, -1.98223], [-3.84711, -0.33319, -3.25445], [-2.95070, -1.12806, -3.95922], [-1.73679, -1.47676, -3.39070], [-1.41232, -1.02751, -2.11697], [1.27125, 4.73068, 0.32333], [2.37419, 3.50684, 0.93600], [0.89871, 3.90514, 1.83986], [-0.17485, 4.41800, -2.47096], [0.85085, 4.62588, -4.69040], [2.54916, 2.99101, -5.43935], [3.18156, 1.11510, -3.97930], [4.97261, 0.35140, -2.44582], [7.17124, 1.04784, -1.60042], [7.40896, 1.86981, 0.71872], [5.43230, 1.98488, 2.19566], [3.22433, 1.28165, 1.35859], [1.18662, -0.52975, -3.80834], [1.46950, -2.61675, -5.08520], [2.99110, -4.38036, -4.26009], [4.23038, -4.05052, -2.14551], [3.95754, -1.97000, -0.86575], [-1.15496, 5.13640, -0.22759], [-3.50017, 5.75832, 0.12054], [-5.18650, 4.02098, 0.63130], [-4.51965, 1.65838, 0.76422], [-3.61449, -2.03792, -0.12816], [-5.20685, -3.19306, 1.34861], [-5.56754, -2.39678, 3.65412], [-4.32938, -0.41816, 4.48540], [-2.74303, 0.75139, 3.01156], [-4.23597, 0.72119, -1.43701], [-4.79634, -0.06166, -3.69710], [-3.20424, -1.47687, -4.95183], [-1.04631, -2.10976, -3.93240], [-0.47395, -1.32938, -1.66341], [0.89012, 0.53553, 6.00739], [1.69337, 0.77074, 4.81377], [0.83872, 0.57015, 3.57388], [1.31613, 0.54129, 2.44954], [-0.44231, 0.45857, 3.78456], [1.05653, 1.21950, 6.73157], [1.04931, -0.38281, 6.40148], [-0.53914, 0.49062, 4.77251], [2.58260, 0.14604, 4.72125], [2.02913, 1.80902, 4.77943], [0.80855, -1.97378, 0.57866], [-0.24778, -2.87299, 1.08924], [-0.61060, -2.89245, 2.44121], [-1.59072, -3.73989, 2.91590], [-2.24626, -4.60263, 2.03912], [-1.90467, -4.60210, 0.68828], [-0.92226, -3.74670, 0.22601], [-3.30427, -5.44409, 2.51879], [-4.17806, -6.09081, 2.89471], [1.17076, -2.34055, -0.38115], [1.66965, -1.96606, 1.26426], [-0.10282, -2.23117, 3.13418], [-1.86198, -3.73777, 3.96361], [-2.40696, -5.27940, 0.00977], [-0.64883, -3.76740, -0.82291]], "forces_ev_per_angstrom": [[-0.1, -0.5, 0.0], [0.0, 0.0, 0.0], [0.0, 0.3, -0.1], [0.0, 0.0, 0.0], [0.0, 0.0, 0.0], [0.0, 0.0, 0.0], [0.0, 0.0, 0.0], [0.0, 0.0, 0.0], [0.1, 0.0, 0.0], [0.1, 0.2, 0.0], [0.0, 0.0, 0.0], [0.0, 0.0, 0.0], [0.0, 0.0, 0.0], [0.0, 0.0, 0.0], [0.0, 0.0, 0.0], [0.0, 0.0, 0.0], [0.0, -0.1, 0.0], [-0.1, 0.0, 0.0], [0.0, 0.0, 0.0], [0.0, 0.0, 0.0], [0.0, 0.0, 0.0], [0.0, 0.0, 0.0], [0.0, 0.0, 0.0], [0.0, 0.0, 0.0], [0.0, 0.0, 0.0], [0.0, 0.0, 0.0], [0.0, 0.0, 0.0], [0.0, -0.1, -0.1], [-0.1, 0.2, 0.0], [0.1, -0.1, 0.1], [0.0, 0.0, 0.0], [0.0, 0.0, 0.0], [0.0, 0.0, 0.0], [0.0, 0.0, 0.0], [0.0, 0.0, 0.0], [0.0, 0.0, 0.0], [0.0, 0.0, 0.0], [0.0, 0.0, 0.0], [0.0, 0.0, 0.0], [0.0, 0.0, 0.0], [0.0, -0.1, 0.0], [0.0, 0.0, 0.0], [0.0, 0.0, 0.0], [0.0, 0.0, 0.0], [0.0, 0.0, 0.0], [0.0, 0.0, 0.0], [0.0, 0.0, 0.0], [0.0, 0.0, 0.0], [0.0, 0.0, 0.0], [0.0, 0.0, 0.0], [0.0, 0.0, 0.0], [0.0, 0.0, 0.0], [0.0, 0.0, 0.0], [0.0, 0.0, 0.0], [0.0, 0.0, 0.0], [0.0, 0.0, 0.0], [0.0, 0.0, 0.0], [0.0, 0.0, 0.0], [0.0, 0.0, 0.0], [0.0, 0.0, 0.0], [0.0, 0.0, 0.0], [0.0, 0.0, 0.0], [0.0, 0.0, 0.0], [0.0, 0.0, 0.0], [0.0, 0.0, 0.0], [0.0, 0.0, 0.0], [-0.1, 0.0, 0.0], [0.0, 0.0, 0.0], [0.0, 0.0, 0.0], [0.0, 0.0, 0.0], [0.0, 0.0, 0.0], [0.0, 0.0, 0.0], [0.0, -0.1, -0.1], [-0.1, 0.0, 0.0], [0.1, 0.1, 0.0], [0.0, 0.0, 0.1], [0.0, 0.0, 0.1], [0.0, 0.0, 0.0], [0.0, 0.0, 0.0], [0.0, 0.0, 0.0], [0.0, 0.0, 0.0], [0.0, 0.0, 0.0], [0.2, 0.1, 0.0], [-0.1, 0.1, 0.0], [0.0, 0.0, 0.0], [0.0, 0.0, 0.0], [0.0, 0.0, 0.0], [0.0, 0.0, 0.0], [0.0, 0.0, 0.0], [-0.1, 0.0, 0.0], [0.0, 0.0, 0.0], [0.0, 0.0, 0.0], [0.0, -0.1, 0.0], [0.0, 0.0, 0.0], [0.0, 0.0, 0.0], [0.0, 0.0, 0.0], [0.0, 0.0, 0.0]]}